{"formula": "C4H13N3O", "method": "ωB97M-V with the def2-TZVPD basis set", "charge": 1, "spin_multiplicity": 2, "lumo_ha": [-0.104, -0.223], "gap_ev": [11.012, 7.722], "s_squared": 0.75, "e_homo_ev": [-13.846, -13.780], "species": ["C", "O", "C", "N", "H", "H", "H", "H", "H", "H", "C", "N", "C", "N", "H", "H", "H", "H", "H", "H", "H"], "positions_angstrom": [[-1.68875, 1.46579, 0.32732], [-0.34815, 1.57247, -0.00239], [-2.18253, -0.00568, 0.30081], [-1.92252, -0.59141, -1.04131], [-1.88266, 1.86438, 1.33495], [-2.33996, 2.03812, -0.35618], [-1.66206, -0.50158, 1.13565], [-3.24992, -0.01636, 0.55515], [-2.78656, -0.79831, -1.52718], [-1.47054, 0.15934, -1.56086], [2.72648, 0.79253, 0.65108], [2.24991, -0.59802, 0.44165], [1.06164, -0.82710, -0.09408], [0.68346, -1.94743, -0.65823], [3.53313, 0.98942, -0.04984], [3.06587, 0.95284, 1.67560], [1.85652, 1.39362, 0.43637], [2.93513, -1.34496, 0.50357], [0.32904, 0.01805, -0.17121], [1.37480, -2.63913, -0.90940], [-0.28232, -1.97655, -0.99149]], "forces_ev_per_angstrom": [[-0.29, -0.39, 1.25], [-1.36, 0.60, -0.25], [-0.02, 0.37, -0.34], [0.30, 0.33, 0.70], [0.13, 0.21, -0.20], [0.52, 0.12, -0.28], [-0.06, -0.30, -0.50], [0.26, 0.05, -0.10], [0.00, -0.07, 0.09], [-0.07, -0.33, -0.34], [-0.28, -0.72, 0.13], [-0.35, 0.12, -0.32], [0.31, 0.49, -0.25], [0.30, 0.09, 0.17], [-0.03, 0.14, -0.01], [-0.08, -0.14, -0.14], [0.16, 0.57, 0.05], [-0.20, 0.07, -0.06], [0.99, -0.88, 0.33], [-0.32, -0.31, 0.12], [0.08, -0.03, -0.06]]}



{"formula": "C26H23BClI2N6O3Re", "method": "ωB97M-V with the def2-TZVPD basis set", "charge": 1, "spin_multiplicity": 2, "lumo_ha": [-0.180, -0.165], "gap_ev": [5.260, 5.638], "s_squared": 0.76, "e_homo_ev": [-10.161, -10.139], "species": ["Re", "I", "C", "C", "C", "I", "C", "O", "C", "C", "N", "C", "C", "C", "C", "C", "C", "N", "C", "H", "H", "H", "H", "H", "H", "H", "H", "H", "H", "H", "B", "N", "C", "C", "C", "N", "N", "C", "C", "C", "N", "H", "H", "H", "H", "H", "H", "H", "H", "Cl", "C", "C", "C", "C", "O", "C", "C", "O", "C", "H", "H", "H", "H"], "positions_angstrom": [[0.37183, 0.23330, -0.22300], [-4.37367, 0.97640, 5.91810], [-2.87417, 0.66330, 4.47100], [-1.77187, -0.12320, 4.77600], [-0.79127, -0.26220, 3.82440], [0.89543, -1.48670, 4.09170], [-0.83027, 0.38760, 2.56400], [0.19193, 0.26210, 1.79690], [-1.99457, 1.15150, 2.27440], [-2.08877, 1.99570, 1.02990], [-1.76447, 1.34630, -0.25320], [-2.86807, 0.60300, -0.85940], [-2.97817, -0.78010, -0.28890], [-4.14957, -1.51840, -0.38980], [-4.17717, -2.79190, 0.15340], [-3.04757, -3.26350, 0.80360], [-1.92047, -2.46020, 0.83810], [-1.88517, -1.25710, 0.28830], [-2.98827, 1.26970, 3.22670], [-1.67887, -0.59700, 5.74060], [-3.09847, 2.42460, 0.98350], [-1.37587, 2.82090, 1.14950], [-1.55207, 2.11320, -0.90220], [-3.82347, 1.13120, -0.74170], [-2.65287, 0.50770, -1.92940], [-5.00527, -1.09650, -0.89140], [-5.05957, -3.40610, 0.07120], [-3.02877, -4.23900, 1.25900], [-1.01117, -2.79210, 1.31620], [-3.85637, 1.87460, 3.01940], [0.18683, 2.58510, -2.77590], [0.34853, 1.09390, -3.16840], [0.31683, 0.61070, -4.40940], [0.21713, -0.77170, -4.35300], [0.20353, -1.06120, -3.00060], [0.28453, 0.07730, -2.29540], [1.02733, 2.88450, -1.51650], [1.85263, 3.91140, -1.32790], [2.28043, 3.91000, -0.00510], [1.64873, 2.81840, 0.56080], [0.89163, 2.21570, -0.36430], [0.55603, 3.26180, -3.66870], [-0.97317, 2.75120, -2.51230], [0.35753, 1.25230, -5.26380], [0.15553, -1.45450, -5.17330], [0.13443, -2.01510, -2.51480], [2.09913, 4.58830, -2.12010], [2.95353, 4.58990, 0.47470], [1.69563, 2.43960, 1.56520], [6.72683, -3.81940, -0.05190], [5.42423, -2.69850, -0.06600], [5.70203, -1.31790, -0.06500], [4.68533, -0.40940, -0.10980], [3.32083, -0.81630, -0.15280], [2.43663, 0.09900, -0.22780], [3.05053, -2.22420, -0.10650], [1.70793, -2.69790, -0.07570], [0.66443, -2.03620, -0.12720], [4.12113, -3.13910, -0.07410], [6.72633, -0.98010, -0.02370], [4.87773, 0.65370, -0.11610], [1.59763, -3.79180, 0.00140], [3.90873, -4.19660, -0.05290]], "forces_ev_per_angstrom": [[-0.28, -0.92, 0.80], [0.27, -0.10, -0.28], [-0.34, 0.11, 0.17], [-0.20, 0.15, 0.06], [0.56, -0.08, -0.85], [-0.23, 0.02, 0.30], [-1.85, 0.30, 1.88], [1.13, 0.14, -2.00], [0.73, -0.39, -0.18], [0.18, 0.24, 0.74], [1.32, -0.13, -0.55], [-0.13, -0.38, -0.29], [-0.29, 0.08, 0.01], [0.23, -0.01, 0.09], [0.11, 0.11, -0.03], [0.06, 0.17, -0.09], [0.07, -0.48, 0.30], [0.85, 0.84, -0.47], [-0.09, -0.21, 0.47], [0.00, -0.08, 0.04], [0.19, -0.01, -0.13], [-0.12, -0.03, -0.20], [0.01, -0.29, 0.08], [0.22, 0.03, -0.04], [-0.06, 0.14, 0.03], [-0.14, 0.04, -0.03], [-0.13, -0.04, 0.03], [0.02, -0.10, 0.08], [0.04, -0.02, 0.07], [-0.14, 0.10, -0.08], [-0.16, -0.35, 0.22], [0.26, 0.28, -0.49], [-0.02, -0.29, 0.14], [-0.01, 0.04, 0.23], [-0.06, -0.10, -0.49], [-0.24, -0.37, 0.64], [0.36, 0.63, -0.82], [-0.06, -0.26, 0.19], [-0.21, -0.35, 0.32], [0.48, 0.72, 0.29], [-0.30, -1.49, 0.53], [0.11, 0.24, -0.25], [-0.36, 0.18, 0.08], [0.01, 0.30, -0.13], [0.04, -0.16, -0.17], [0.02, -0.07, 0.16], [-0.07, 0.08, -0.26], [0.09, 0.16, 0.05], [0.02, -0.17, 0.07], [0.17, -0.17, 0.02], [-0.60, 0.00, 0.01], [-0.17, -0.28, 0.01], [-0.69, 0.09, -0.04], [1.65, -1.89, 0.04], [-3.15, 1.52, 0.01], [-0.21, 1.17, -0.09], [0.93, -0.55, 0.03], [-0.34, 1.76, -0.26], [0.50, 0.12, 0.05], [0.10, -0.02, -0.03], [0.06, 0.04, 0.00], [-0.12, 0.15, 0.02], [0.00, -0.16, 0.01]]}



{"formula": "C7H6FeN5O4", "method": "ωB97M-V with the def2-TZVPD basis set", "spin_multiplicity": 2, "lumo_ha": [-0.103, -0.092], "gap_ev": [6.115, 6.431], "s_squared": 0.76, "e_homo_ev": [-8.931, -8.944], "species": ["Fe", "N", "C", "C", "C", "O", "O", "H", "H", "H", "H", "H", "H", "N", "C", "C", "C", "N", "C", "N", "O", "N", "O"], "positions_angstrom": [[-0.98494, 0.54273, -0.49759], [-0.45153, 0.39091, 1.37940], [-1.30846, -0.54169, 2.14671], [-1.15449, -1.94686, 1.56638], [-1.88382, -2.06157, 0.24906], [-2.69734, -2.88652, -0.03837], [-1.55649, -1.10323, -0.66358], [0.52577, 0.13201, 1.49113], [-0.56366, 1.34064, 1.72965], [-2.33364, -0.18153, 2.05355], [-1.04989, -0.51996, 3.20433], [-1.52095, -2.69929, 2.25912], [-0.09628, -2.15330, 1.37478], [0.73741, 0.68724, -1.05013], [1.82277, 0.75367, -1.44694], [3.11861, 0.82288, -1.88144], [3.51141, 0.07117, -3.02551], [3.83588, -0.54208, -3.94572], [4.03565, 1.64613, -1.16878], [4.77854, 2.30964, -0.58856], [-2.06074, 1.98688, 0.02051], [-2.58380, 2.32365, -1.14158], [-2.11998, 1.62847, -2.02640]], "forces_ev_per_angstrom": [[-0.40, 0.15, 1.20], [-0.01, 0.06, 0.03], [0.02, -0.15, -0.10], [-0.03, 0.12, 0.06], [0.28, 0.28, -0.54], [0.07, -0.06, 0.28], [-0.43, -0.67, -0.29], [0.01, 0.04, -0.07], [0.09, -0.02, 0.10], [-0.04, -0.07, 0.02], [0.11, 0.00, 0.01], [-0.10, -0.01, -0.05], [0.00, -0.01, 0.09], [-0.70, 0.06, 0.02], [1.34, 0.00, -0.36], [-0.21, 0.01, 0.03], [0.04, 0.08, -0.09], [-0.07, 0.07, 0.15], [0.08, -0.10, 0.02], [-0.14, -0.06, -0.04], [0.07, 0.44, -0.23], [0.07, -0.27, -0.24], [-0.07, 0.09, 0.00]]}



{"formula": "C29H32CeN4P2", "method": "ωB97M-V with the def2-TZVPD basis set", "charge": 2, "lumo_ha": [-0.260, -0.259], "gap_ev": [6.677, 6.684], "e_homo_ev": [-13.740, -13.739], "species": ["C", "C", "C", "C", "C", "C", "C", "C", "C", "C", "C", "C", "C", "H", "H", "H", "H", "H", "H", "H", "N", "Ce", "C", "H", "H", "C", "H", "H", "P", "P", "C", "H", "H", "H", "C", "H", "H", "H", "C", "H", "H", "H", "C", "H", "H", "H", "H", "H", "N", "C", "C", "C", "C", "C", "C", "C", "N", "C", "C", "N", "C", "H", "H", "H", "H", "H", "H", "H"], "positions_angstrom": [[4.45721, -1.98840, -1.46597], [3.75540, -0.87963, -0.98048], [2.97602, -0.17178, -1.94707], [2.70629, -0.71043, -3.22328], [3.46241, -1.79430, -3.65645], [4.35438, -2.41194, -2.77954], [1.40052, -0.22165, -3.83761], [1.47825, 1.32424, -3.79653], [1.83819, 1.85991, -2.53957], [1.54179, 3.20588, -2.15052], [0.98550, 4.00523, -3.14789], [0.75895, 3.55135, -4.43415], [1.02123, 2.21916, -4.77611], [5.15651, -2.46612, -0.78501], [3.35038, -2.13497, -4.66854], [5.02889, -3.18230, -3.14250], [1.10193, -0.65255, -4.80911], [0.79410, 5.04289, -2.89725], [0.45964, 4.26259, -5.20387], [0.84243, 1.85864, -5.77830], [2.11217, 0.87987, -1.53838], [0.20991, 0.12744, -0.83610], [3.69713, -0.46576, 0.45600], [3.84176, 0.61108, 0.55131], [4.45440, -0.95161, 1.06933], [1.68727, 3.60205, -0.72266], [2.60041, 3.19642, -0.28732], [1.62663, 4.67246, -0.55749], [2.02944, -0.78503, 1.23959], [0.30638, 2.87085, 0.31068], [-1.07050, 3.95427, -0.18880], [-2.01417, 3.55300, 0.19852], [-0.87717, 4.93959, 0.24691], [-1.13301, 4.02375, -1.27948], [0.74286, 3.52478, 1.95317], [0.63865, 4.60918, 1.90343], [0.05425, 3.09786, 2.68503], [1.77262, 3.23752, 2.17648], [2.12727, -2.61289, 1.31889], [2.98326, -2.92534, 1.93175], [1.20493, -2.97858, 1.78525], [2.22308, -3.03319, 0.31317], [2.51520, -0.40914, 2.96151], [1.71372, -0.71471, 3.62993], [3.42303, -0.94917, 3.23021], [2.70100, 0.65794, 3.06226], [0.62203, -0.73331, -3.05750], [0.02218, -1.52322, -1.29012], [-8.17354, -5.05681, 4.26002], [-7.32101, -4.30187, 3.97097], [-6.29319, -3.37304, 3.61871], [-5.01583, -3.83893, 3.29148], [-4.03007, -2.94598, 2.86130], [-4.31223, -1.57125, 2.80929], [-5.56479, -1.09713, 3.21725], [-6.56782, -2.00698, 3.58704], [-3.33543, -0.68771, 2.30097], [-3.33572, 0.70939, 2.47368], [-2.31357, 1.18798, 1.71886], [-1.69896, 0.14220, 1.01855], [-2.28749, -0.97745, 1.46776], [-4.78610, -4.89595, 3.37149], [-3.03301, -3.28987, 2.58687], [-5.77153, -0.03596, 3.22486], [-7.55538, -1.65399, 3.85390], [-4.05049, 1.21955, 3.09165], [-1.94892, 2.19326, 1.66080], [-1.98271, -1.99861, 1.22082]], "forces_ev_per_angstrom": [[0.23, 0.42, 0.78], [-0.63, 0.36, -1.51], [-1.04, -1.32, 0.85], [0.30, -0.88, 0.34], [-0.05, 0.32, 0.23], [0.32, 0.41, -0.46], [0.40, 0.24, 0.82], [-1.21, 0.22, 0.26], [-1.66, -0.34, 0.86], [-0.06, -1.39, -1.12], [0.41, 0.53, 0.76], [0.70, -0.43, -0.66], [-0.03, -0.20, 0.36], [-0.15, -0.19, -0.12], [-0.08, -0.32, -0.23], [-0.31, -0.06, 0.09], [0.40, 0.28, 0.44], [-0.14, 0.01, -0.12], [-0.15, -0.29, 0.22], [-0.18, 0.03, -0.09], [0.56, 0.60, 0.42], [0.33, 3.24, 0.41], [-0.26, 0.48, -0.08], [0.15, 0.12, -0.06], [0.00, -0.16, -0.05], [-0.40, -0.38, 0.54], [0.15, 0.15, -0.08], [0.22, 0.25, -0.17], [2.17, -0.99, 0.43], [0.86, 0.87, -0.57], [-0.27, -0.20, 0.14], [0.10, 0.35, -0.21], [-0.20, -0.04, -0.21], [-0.01, 0.01, 0.17], [-0.22, -0.46, -0.19], [0.12, -0.04, 0.23], [0.20, 0.20, 0.18], [-0.13, 0.09, 0.17], [-0.54, -0.09, -0.04], [-0.19, 0.16, -0.19], [0.21, -0.18, -0.12], [-0.08, -0.01, 0.15], [-0.62, 0.40, -0.03], [-0.02, 0.12, 0.18], [-0.04, -0.06, -0.19], [-0.06, 0.07, 0.17], [0.86, 1.21, -1.71], [-0.21, -2.84, -0.70], [2.28, 1.99, -0.78], [-2.45, -2.14, 0.92], [0.43, 0.26, -0.20], [0.52, 0.37, -0.25], [-0.38, 0.29, 0.22], [-0.88, -1.30, 0.48], [0.00, -0.57, -0.11], [0.70, 0.41, -0.10], [1.29, 1.52, -0.54], [0.43, -0.97, -0.49], [-0.13, -0.75, -0.29], [0.18, -0.51, 0.96], [-0.74, 0.58, -0.05], [-0.08, 0.12, -0.08], [-0.35, -0.14, 0.16], [-0.15, -0.07, -0.09], [0.08, 0.04, 0.00], [0.05, -0.05, 0.10], [-0.17, 0.08, -0.08], [-0.36, 0.55, -0.09]]}